# 1
DFT (wB97M-V/def2-TZVPD) results for C14H22N2O3 as an isolated structure.

Atoms and positions in Å:
C: 0.69 4.49 -5.61
H: -0.24 4.39 -6.23
H: 0.53 5.22 -4.97
H: 1.50 4.53 -6.19
C: 0.39 3.32 -4.72
N: -0.61 3.37 -3.99
H: -1.22 2.89 -4.43
C: -0.62 2.85 -2.66
C: -0.29 1.37 -2.42
O: -1.13 0.58 -2.99
H: -1.89 0.56 -2.83
C: -0.28 1.06 -0.99
O: 0.14 -0.07 -0.53
C: 0.45 -0.71 0.64
C: -0.16 0.02 1.77
C: 0.19 -0.45 3.03
C: 0.61 -1.70 3.31
C: 1.10 -2.41 2.06
C: 0.91 -2.08 0.82
H: 1.38 -2.42 -0.11
H: 1.39 -3.48 2.07
C: 0.89 -2.42 4.44
H: 1.13 -1.81 5.25
C: -0.48 -2.94 4.95
O: -1.31 -2.96 5.93
N: -1.27 -3.84 4.13
H: -0.96 -3.74 3.24
H: -2.15 -4.29 4.21
H: 1.49 -3.20 4.51
H: -0.20 0.02 3.98
H: -0.46 0.92 1.67
H: -1.39 1.16 -0.51
H: 0.40 1.84 -0.30
H: 0.71 1.24 -2.68
H: -1.50 3.20 -2.13
H: 0.37 3.33 -2.20
C: 0.59 1.91 -5.66
H: 0.89 1.15 -4.99
H: 1.75 1.94 -6.16
H: 0.12 1.96 -6.55
H: 1.57 3.37 -3.95

LUMO	0.6	eV
molecular weight	266.341	g/mol
strongest force on any atom	17.7	eV Å⁻¹
ΔE to the lowest compared entry with this formula, charge and spin	15.5289	eV
HOMO	-0.307	hartree
HOMO-LUMO gap	8.9638	eV
E	-881.3953	hartree

---

# 2
DFT (wB97M-V/def2-TZVPD) results for one molecule with the formula C13H12FO3P.

Atoms and positions in Å:
O: -3.48 1.15 -2.66
P: -2.70 0.11 -3.44
C: -1.34 -0.48 -2.31
C: -0.18 0.23 -2.33
C: 0.95 -0.23 -1.34
O: 2.12 -0.14 -1.62
C: 0.43 -0.77 0.02
C: 1.13 -0.52 1.28
C: 2.47 0.30 1.30
C: 2.11 1.79 0.87
C: 0.71 2.28 1.39
F: 0.55 2.06 2.78
C: 0.53 -1.04 2.50
C: -0.71 -1.79 2.49
C: -1.43 -2.06 1.24
C: -0.84 -1.54 0.03
C: -1.52 -1.71 -1.36
O: -2.11 -2.70 -1.71
H: -2.11 0.77 -4.55
H: -3.62 -0.91 -3.78
H: -0.09 1.11 -3.00
H: 2.95 0.28 2.31
H: 3.17 -0.17 0.56
H: 2.87 2.44 1.38
H: 2.15 1.91 -0.25
H: -0.15 1.89 0.79
H: 0.71 3.40 1.26
H: 0.99 -0.86 3.50
H: -1.16 -2.16 3.44
H: -2.38 -2.63 1.21

LUMO	-1.3	eV
SMILES string	O=[PH2]C1=CC(=O)c2c(CCCF)cccc2C1=O
molecular weight	266.208	g/mol
strongest force on any atom	3.7	eV Å⁻¹
HOMO	-0.354	hartree
HOMO-LUMO gap	8.3676	eV
E	-1169.4409	hartree

---

# 3
DFT (wB97M-V/def2-TZVPD) results for one molecule with the formula C21H26N2O6.

Atoms and positions in Å:
C: -4.27 -2.08 -1.08
O: -4.58 -0.79 -0.60
C: -3.60 0.11 -0.46
C: -2.26 -0.12 -0.77
C: -1.30 0.86 -0.59
C: -1.64 2.11 -0.07
C: -0.64 3.18 0.19
O: -0.76 3.97 1.10
N: 0.40 3.23 -0.69
C: 1.49 4.16 -0.49
C: 2.63 3.53 0.34
O: 3.48 4.51 0.89
C: 3.53 2.64 -0.54
O: 2.83 1.69 -1.30
C: 2.44 0.51 -0.73
C: 2.58 0.16 0.61
C: 2.12 -1.06 1.06
C: 1.50 -1.98 0.22
C: 0.97 -3.32 0.69
C: -0.53 -3.39 0.39
C: 1.70 -4.44 -0.06
C: 1.18 -3.54 2.19
C: 1.39 -1.62 -1.13
C: 1.84 -0.41 -1.59
C: -2.96 2.34 0.27
C: -3.94 1.38 0.06
N: -5.30 1.72 0.40
O: -6.20 1.08 -0.10
O: -5.46 2.65 1.16
H: -3.87 -2.05 -2.09
H: -3.57 -2.60 -0.42
H: -5.22 -2.62 -1.09
H: -1.95 -1.08 -1.16
H: -0.28 0.61 -0.83
H: 0.52 2.53 -1.39
H: 1.08 5.01 0.07
H: 1.86 4.50 -1.45
H: 2.17 2.93 1.14
H: 2.96 5.08 1.47
H: 4.03 3.29 -1.27
H: 4.30 2.18 0.08
H: 3.05 0.83 1.31
H: 2.24 -1.28 2.11
H: -1.05 -2.57 0.89
H: -0.73 -3.34 -0.67
H: -0.94 -4.33 0.76
H: 2.77 -4.39 0.13
H: 1.35 -5.41 0.27
H: 1.55 -4.37 -1.14
H: 2.23 -3.53 2.45
H: 0.78 -4.51 2.47
H: 0.65 -2.78 2.77
H: 0.93 -2.30 -1.83
H: 1.74 -0.14 -2.64
H: -3.24 3.29 0.70

LUMO	-0.2	eV
SMILES string	COc1ccc(C(=O)NC[C@H](O)COc2ccc(C(C)(C)C)cc2)cc1[N+](=O)[O-]
molecular weight	402.447	g/mol
strongest force on any atom	1.1	eV Å⁻¹
ΔE to the lowest compared entry with this formula, charge and spin	4.2054	eV
HOMO	-0.326	hartree
HOMO-LUMO gap	8.6688	eV
E	-1376.6879	hartree

---

Repeat the first record exactly.
DFT (wB97M-V/def2-TZVPD) results for C14H22N2O3 as an isolated structure.

Atoms and positions in Å:
C: 0.69 4.49 -5.61
H: -0.24 4.39 -6.23
H: 0.53 5.22 -4.97
H: 1.50 4.53 -6.19
C: 0.39 3.32 -4.72
N: -0.61 3.37 -3.99
H: -1.22 2.89 -4.43
C: -0.62 2.85 -2.66
C: -0.29 1.37 -2.42
O: -1.13 0.58 -2.99
H: -1.89 0.56 -2.83
C: -0.28 1.06 -0.99
O: 0.14 -0.07 -0.53
C: 0.45 -0.71 0.64
C: -0.16 0.02 1.77
C: 0.19 -0.45 3.03
C: 0.61 -1.70 3.31
C: 1.10 -2.41 2.06
C: 0.91 -2.08 0.82
H: 1.38 -2.42 -0.11
H: 1.39 -3.48 2.07
C: 0.89 -2.42 4.44
H: 1.13 -1.81 5.25
C: -0.48 -2.94 4.95
O: -1.31 -2.96 5.93
N: -1.27 -3.84 4.13
H: -0.96 -3.74 3.24
H: -2.15 -4.29 4.21
H: 1.49 -3.20 4.51
H: -0.20 0.02 3.98
H: -0.46 0.92 1.67
H: -1.39 1.16 -0.51
H: 0.40 1.84 -0.30
H: 0.71 1.24 -2.68
H: -1.50 3.20 -2.13
H: 0.37 3.33 -2.20
C: 0.59 1.91 -5.66
H: 0.89 1.15 -4.99
H: 1.75 1.94 -6.16
H: 0.12 1.96 -6.55
H: 1.57 3.37 -3.95

LUMO	0.6	eV
molecular weight	266.341	g/mol
strongest force on any atom	17.7	eV Å⁻¹
ΔE to the lowest compared entry with this formula, charge and spin	15.5289	eV
HOMO	-0.307	hartree
HOMO-LUMO gap	8.9638	eV
E	-881.3953	hartree

---

Repeat the third record exactly.
DFT (wB97M-V/def2-TZVPD) results for one molecule with the formula C21H26N2O6.

Atoms and positions in Å:
C: -4.27 -2.08 -1.08
O: -4.58 -0.79 -0.60
C: -3.60 0.11 -0.46
C: -2.26 -0.12 -0.77
C: -1.30 0.86 -0.59
C: -1.64 2.11 -0.07
C: -0.64 3.18 0.19
O: -0.76 3.97 1.10
N: 0.40 3.23 -0.69
C: 1.49 4.16 -0.49
C: 2.63 3.53 0.34
O: 3.48 4.51 0.89
C: 3.53 2.64 -0.54
O: 2.83 1.69 -1.30
C: 2.44 0.51 -0.73
C: 2.58 0.16 0.61
C: 2.12 -1.06 1.06
C: 1.50 -1.98 0.22
C: 0.97 -3.32 0.69
C: -0.53 -3.39 0.39
C: 1.70 -4.44 -0.06
C: 1.18 -3.54 2.19
C: 1.39 -1.62 -1.13
C: 1.84 -0.41 -1.59
C: -2.96 2.34 0.27
C: -3.94 1.38 0.06
N: -5.30 1.72 0.40
O: -6.20 1.08 -0.10
O: -5.46 2.65 1.16
H: -3.87 -2.05 -2.09
H: -3.57 -2.60 -0.42
H: -5.22 -2.62 -1.09
H: -1.95 -1.08 -1.16
H: -0.28 0.61 -0.83
H: 0.52 2.53 -1.39
H: 1.08 5.01 0.07
H: 1.86 4.50 -1.45
H: 2.17 2.93 1.14
H: 2.96 5.08 1.47
H: 4.03 3.29 -1.27
H: 4.30 2.18 0.08
H: 3.05 0.83 1.31
H: 2.24 -1.28 2.11
H: -1.05 -2.57 0.89
H: -0.73 -3.34 -0.67
H: -0.94 -4.33 0.76
H: 2.77 -4.39 0.13
H: 1.35 -5.41 0.27
H: 1.55 -4.37 -1.14
H: 2.23 -3.53 2.45
H: 0.78 -4.51 2.47
H: 0.65 -2.78 2.77
H: 0.93 -2.30 -1.83
H: 1.74 -0.14 -2.64
H: -3.24 3.29 0.70

LUMO	-0.2	eV
SMILES string	COc1ccc(C(=O)NC[C@H](O)COc2ccc(C(C)(C)C)cc2)cc1[N+](=O)[O-]
molecular weight	402.447	g/mol
strongest force on any atom	1.1	eV Å⁻¹
ΔE to the lowest compared entry with this formula, charge and spin	4.2054	eV
HOMO	-0.326	hartree
HOMO-LUMO gap	8.6688	eV
E	-1376.6879	hartree

---

- The lowest molecular weight belongs to which entry?
  C13H12FO3P